Entry 1:
The following is a quantum chemistry calculation of a molecular structure, C16H18CoFN3O7S, from OMol25.

Geometry as XYZ:
```
47
Properties=species:S:1:pos:R:3:forces:R:3
Co -3.1365 4.1122 1.8999 -0.01 -0.23 -0.39
C -0.2421 0.2570 -3.8970 0.03 0.03 0.00
C -1.4263 -0.2489 -3.0859 -0.03 0.01 0.05
N -1.5968 0.4799 -1.8363 0.14 -0.05 -0.06
C -2.4687 1.5290 -1.8126 -0.01 -0.18 -0.15
C -2.6300 2.3248 -0.7342 -0.10 0.23 0.22
C -3.6562 3.4129 -0.8346 0.18 0.04 0.35
O -4.2257 3.6419 -1.8782 -0.03 -0.07 -0.12
O -3.9058 4.0875 0.2637 -0.34 0.22 -0.25
C -1.8416 2.0915 0.4295 -0.02 0.04 -0.03
O -1.8992 2.8188 1.5271 -0.10 0.17 0.15
C -0.9179 1.0357 0.4170 0.10 -0.19 -0.13
C -0.0935 0.7674 1.5413 -0.02 0.05 0.07
C 0.8000 -0.2758 1.4918 -0.09 0.16 0.02
F 1.5979 -0.5013 2.5745 -0.01 0.20 0.10
C 0.9247 -1.1084 0.4030 -0.15 -0.07 -0.11
C 0.1154 -0.8447 -0.7342 -0.01 -0.04 -0.05
C -0.7830 0.2046 -0.7391 0.01 0.02 0.06
N 1.8209 -2.2198 0.3443 0.11 0.00 -0.18
C 2.9740 -2.0096 -0.5091 0.05 0.08 0.10
C 3.5807 -3.3434 -0.8800 0.02 -0.10 0.09
N 3.9581 -4.0537 0.3999 -0.11 0.04 -0.04
C 2.7626 -4.2151 1.3125 0.06 -0.02 -0.05
C 2.1968 -2.8388 1.5918 0.00 -0.16 0.03
H -0.1533 -0.2976 -4.8327 0.00 0.01 0.02
H 0.6888 0.1504 -3.3367 -0.03 0.01 -0.02
H -0.3728 1.3140 -4.1336 0.00 -0.03 -0.01
H -1.3266 -1.3111 -2.8640 -0.03 -0.05 0.01
H -2.3510 -0.1370 -3.6483 -0.02 0.03 -0.04
H -3.0570 1.7006 -2.7040 0.02 0.00 0.03
H -0.1684 1.3909 2.4205 0.00 -0.02 -0.03
H 0.2028 -1.5102 -1.5828 0.01 0.01 0.06
H 3.7407 -1.3792 -0.0210 0.00 0.03 -0.02
H 2.6708 -1.4995 -1.4214 -0.04 0.01 0.01
H 4.4771 -3.2502 -1.4886 0.04 0.01 0.01
H 2.8482 -3.9738 -1.3796 0.01 -0.04 -0.01
H 4.6525 -3.4839 0.8886 0.03 0.00 0.00
H 4.3913 -4.9542 0.2021 -0.03 -0.02 -0.01
H 3.1051 -4.7130 2.2172 0.02 -0.01 0.01
H 2.0464 -4.8406 0.7848 0.01 -0.02 -0.03
H 2.9383 -2.2526 2.1586 -0.01 -0.06 0.00
H 1.3200 -2.9467 2.2288 0.03 0.01 -0.02
O -4.3941 4.9989 5.0107 -0.07 0.00 0.02
S -3.5409 5.4600 3.9653 0.17 -0.15 -0.05
O -2.8561 6.6984 4.1434 -0.02 0.07 0.02
O -2.5143 4.3291 3.5589 0.08 0.16 0.46
O -4.2555 5.4038 2.5787 0.12 -0.12 -0.09
```
Positions in Å, forces in eV/Å.

For the HOMO energy (alpha / beta), the calculation gives -0.1856 / -0.3007 hartree. Its spin multiplicity is 4. The calculation puts the HOMO-LUMO gap (alpha / beta) at 3.41 / 6.53 eV. Its expectation value of S² is 3.813. The value obtained for the lowest unoccupied orbital energy (alpha / beta) is -1.64 / -1.65 eV.

---

Entry 2:
The following is a quantum chemistry calculation of a molecular structure, C16H18KN2O3P, from OMol25.

Geometry as XYZ:
```
41
Properties=species:S:1:pos:R:3:forces:R:3
K 0.8906 -1.5118 -0.5338 0.16 0.24 -0.25
O 0.9268 -3.9984 1.8988 0.16 0.13 -0.15
C 0.0671 -3.7343 1.0290 -0.40 -0.34 0.29
O 0.1619 -3.8678 -0.2116 0.02 -0.03 -0.08
C -1.2542 -3.1498 1.5722 -0.02 -0.01 0.24
P -2.2717 -2.2607 0.3257 0.08 0.00 -0.10
C -3.5166 -1.4924 1.4407 -0.04 -0.01 -0.09
C -3.0622 -0.6095 2.4225 0.01 0.00 -0.02
C -3.9542 0.0682 3.2391 0.07 -0.01 0.00
C -5.3205 -0.1134 3.0788 -0.06 -0.04 -0.02
C -5.7858 -0.9747 2.0960 0.01 0.06 0.07
C -4.8918 -1.6569 1.2824 0.06 -0.03 -0.02
C -3.2032 -3.6275 -0.4573 -0.03 0.02 0.04
C -3.2314 -3.7034 -1.8460 0.03 0.02 0.11
C -3.8968 -4.7413 -2.4858 0.00 0.01 -0.01
C -4.5443 -5.7107 -1.7370 0.00 0.01 -0.03
C -4.5312 -5.6400 -0.3497 -0.02 -0.03 0.02
C -3.8654 -4.6054 0.2856 0.04 0.03 -0.06
H -1.0036 -2.4564 2.3779 -0.11 0.00 -0.02
H -1.8327 -3.9510 2.0366 0.06 -0.06 0.01
H -1.9962 -0.4404 2.5424 -0.02 0.03 0.03
H -3.5808 0.7455 3.9969 0.00 0.00 0.00
H -6.0195 0.4164 3.7130 0.00 0.00 0.00
H -6.8510 -1.1156 1.9636 0.00 -0.02 -0.02
H -5.2678 -2.3279 0.5204 -0.02 0.02 0.01
H -2.7140 -2.9427 -2.4181 -0.01 -0.04 -0.06
H -3.9060 -4.7980 -3.5666 0.01 0.02 0.00
H -5.0593 -6.5234 -2.2330 0.00 0.00 0.00
H -5.0402 -6.3967 0.2338 0.01 0.01 0.01
H -3.8671 -4.5516 1.3677 0.00 -0.02 0.01
C 0.7413 -2.0008 4.8889 -0.03 0.06 0.02
N 1.1409 -1.7686 3.5188 -0.03 -0.13 -0.05
C 1.1185 -0.5718 2.9160 0.01 0.08 0.13
N 0.8327 0.5140 3.7057 -0.03 0.08 0.00
O 1.3118 -0.4183 1.6999 -0.07 -0.02 0.04
H 0.7939 -3.0706 5.0720 0.01 0.00 0.01
H -0.2850 -1.6737 5.0849 0.00 0.02 0.00
H 1.4092 -1.5064 5.5997 0.02 -0.02 0.00
H 1.1538 -2.5980 2.9023 0.11 -0.01 -0.02
H 0.9155 0.4544 4.7045 0.01 -0.02 0.01
H 1.0158 1.4092 3.2873 0.01 -0.02 -0.02
```
Positions in Å, forces in eV/Å.

For the HOMO energy, the calculation gives -0.3033 hartree. Its spin multiplicity is 1. The calculation puts the HOMO-LUMO gap at 8.18 eV. The value obtained for the lowest unoccupied orbital energy is -0.07 eV.

---

Entry 3:
The following is a quantum chemistry calculation of a molecular structure, C16H18LuN2O5 in a non-equilibrium geometry, from OMol25.

Geometry as XYZ:
```
42
Properties=species:S:1:pos:R:3:forces:R:3
Lu 1.3743 -1.5666 -2.8992 -0.34 5.88 3.17
C 0.2797 -2.4326 -1.3592 -0.67 -1.66 0.29
O -0.2997 -2.7794 -0.4912 -1.79 -1.23 2.83
C 1.3196 -3.5868 -3.5570 -0.24 -5.51 -1.28
O 1.2989 -4.6498 -3.9156 0.03 1.01 0.29
C 3.0286 -2.0965 -1.9101 5.80 -2.29 2.87
O 3.9699 -2.2912 -1.3356 0.39 -0.19 0.47
C -0.3527 -1.3489 -3.8784 -6.18 0.85 -3.95
O -1.3094 -1.1465 -4.4284 -0.29 -0.04 0.05
C 2.4944 -0.3295 -4.3536 1.89 1.47 -3.65
H 1.7559 0.4250 -4.6969 0.23 -0.55 0.28
H 3.3410 0.0808 -3.7701 -0.48 -0.44 0.06
C 2.5245 -1.5747 -4.8675 2.21 0.97 -3.04
H 3.4097 -2.2351 -4.7472 -0.57 0.39 0.17
H 1.8274 -1.8920 -5.6738 0.16 0.20 0.71
C -4.4326 0.8687 2.2391 0.00 0.50 -0.53
C -3.1687 0.5477 3.0408 0.17 0.03 0.09
N -1.9117 1.1470 2.4559 -0.90 -0.01 1.60
C -1.2336 2.1313 3.2988 0.35 0.62 -0.81
C -0.4627 1.4357 4.4330 -0.16 -0.57 -0.19
C -1.4489 0.6541 1.2601 -0.70 -2.33 -2.96
O -2.2151 -0.1362 0.6315 1.82 1.97 1.77
C -0.0532 0.8546 0.6141 -0.47 -0.33 -0.14
C 1.0988 1.4184 1.1366 -0.33 0.95 2.02
C 2.3062 1.3096 0.4931 1.78 0.54 0.33
C 2.4138 0.5550 -0.6510 1.63 0.56 0.49
N 1.3337 -0.0053 -1.1613 -0.79 -0.32 -1.06
C 0.1367 0.1925 -0.6089 -1.60 -0.25 0.38
H -4.5716 1.9547 2.1899 -0.09 -0.22 0.04
H -5.2776 0.4256 2.7551 -0.05 0.00 0.21
H -4.3983 0.4603 1.2333 0.02 0.01 0.08
H -3.3116 0.9410 4.0540 0.50 0.13 -0.29
H -3.0330 -0.5346 3.1259 0.19 0.05 -0.30
H -0.6047 2.7764 2.6694 -0.07 -0.38 0.16
H -1.9806 2.8019 3.7106 -0.42 -0.13 0.14
H 0.2919 0.7573 4.0255 -0.02 0.08 0.14
H 0.0150 2.1920 5.0438 0.05 0.17 0.06
H -1.1524 0.8569 5.0538 0.17 0.12 -0.03
H 1.1099 1.9448 2.1215 -0.07 -0.54 -1.03
H 3.2195 1.7667 0.9334 -0.85 -0.36 -0.39
H 3.4259 0.3896 -1.1161 -1.29 0.16 0.41
H -0.7573 -0.2819 -1.0982 1.01 0.66 0.54
```
Positions in Å, forces in eV/Å.

For the HOMO energy (alpha / beta), the calculation gives -0.6376 / -0.7418 hartree. Its spin multiplicity is 1. The calculation puts the HOMO-LUMO gap (alpha / beta) at 4.28 / 8.39 eV. The value obtained for the lowest unoccupied orbital energy (alpha / beta) is -13.07 / -11.79 eV. As for the net charge: +3. The value obtained for the relative energy (zero: lowest compared OMol25 entry of this formula, charge and spin) is 103.0 kcal/mol.

---

Entry 4:
The following is a quantum chemistry calculation of C16H18N2O7 in the gas phase, from OMol25.

Geometry as XYZ:
```
43
Properties=species:S:1:pos:R:3:forces:R:3
O -3.5617 0.0047 -0.1039 0.08 -0.01 0.10
C -2.7817 -0.0261 0.8162 -0.14 -0.10 -0.28
O -1.7040 -0.8356 0.8353 0.01 0.20 0.35
C -1.5114 -1.6546 -0.3091 0.11 -0.03 -0.64
C -0.8862 -0.8559 -1.4613 -0.39 -0.40 -0.20
C -0.5950 -1.7839 -2.6614 -0.21 0.44 0.23
O -0.0341 -3.0184 -2.3021 0.30 -0.39 0.13
O 0.2214 -0.0777 -1.0257 0.31 0.09 0.18
C 1.3632 -0.7417 -0.5339 0.10 -0.18 0.28
C 1.5152 -0.4432 0.9755 -0.17 -0.38 -0.26
O 1.1536 0.8703 1.2927 -0.14 0.46 0.11
N 2.5204 -0.2757 -1.2913 -0.08 -0.38 -0.07
C 2.9853 0.9999 -1.1200 0.42 0.43 -0.16
C 4.0135 1.4976 -1.8254 -0.09 0.15 0.14
C 4.6786 0.6907 -2.8273 -0.20 -0.07 0.15
O 5.6126 1.0060 -3.5230 0.16 0.08 -0.11
N 4.1128 -0.5857 -2.9457 0.23 -0.23 -0.31
C 3.0602 -1.1064 -2.2552 -0.12 0.21 0.21
O 2.6375 -2.2267 -2.4680 -0.05 -0.44 -0.20
C -2.8915 0.8031 2.0370 -0.05 0.21 0.28
C -4.0014 1.6371 2.1626 0.11 -0.14 -0.13
C -4.1477 2.4320 3.2827 -0.03 0.03 0.02
C -3.1874 2.4021 4.2820 0.03 -0.01 0.01
C -2.0812 1.5757 4.1606 0.02 0.06 0.10
C -1.9291 0.7755 3.0439 -0.09 -0.07 -0.16
H -0.8582 -2.4704 0.0034 -0.09 0.10 -0.01
H -2.4694 -2.0595 -0.6471 0.14 -0.04 0.06
H -1.5967 -0.0882 -1.7856 0.03 -0.21 0.00
H -1.5545 -1.9980 -3.1433 0.05 0.11 -0.02
H 0.0369 -1.2419 -3.3730 -0.07 0.00 0.00
H 0.9308 -2.9851 -2.4207 -0.18 0.12 -0.01
H 1.3082 -1.8236 -0.6854 0.01 0.26 0.03
H 2.5543 -0.5776 1.2836 -0.07 -0.08 -0.04
H 0.8854 -1.1570 1.5241 0.11 0.01 -0.08
H 0.2866 1.0302 0.8920 0.04 -0.05 0.03
H 2.4690 1.5732 -0.3647 -0.02 0.01 0.02
H 4.3688 2.5012 -1.6714 0.00 0.09 0.04
H 4.5251 -1.1970 -3.6432 -0.10 0.10 0.14
H -4.7348 1.6430 1.3706 -0.05 0.01 -0.06
H -5.0090 3.0758 3.3788 -0.07 0.05 0.00
H -3.3009 3.0244 5.1574 -0.01 0.05 0.07
H -1.3337 1.5561 4.9393 0.06 0.00 0.06
H -1.0697 0.1313 2.9500 0.08 -0.05 -0.01
```
Positions in Å, forces in eV/Å.

As for the SMILES: O=C(OC[C@H](CO)O[C@H](CO)n1ccc(=O)[nH]c1=O)c1ccccc1. For the HOMO energy, the calculation gives -0.3512 hartree. Its spin multiplicity is 1. The calculation puts the HOMO-LUMO gap at 9.83 eV. The value obtained for the lowest unoccupied orbital energy is 0.28 eV. The value obtained for the relative energy (zero: lowest compared OMol25 entry of this formula, charge and spin) is 0.0 kcal/mol.

---

For the records above, the corresponding total energy values read -3192.21692; -1897.12971; -2340.41706; -1256.75249 hartree.